No. 1
Molecular formula: C50H46AsF6GeN6SSeSr
Method: DFT, ωB97M-V/def2-TZVPD

The multiplicity is 2. Its expectation value of S² is 0.9259. Its total energy is -272218.090 eV. The HOMO-LUMO gap (spin up / spin down) comes out at 5.28 / 4.89 eV.

Geometry as XYZ:
```
113
Properties=species:S:1:pos:R:3:forces:R:3:mulliken_spin:R:1
Sr -0.29631 -0.18161 -0.04102 -0.38 0.54 0.28 0.01
C 5.92949 -0.13514 -3.89583 0.13 -0.15 0.14 0.05
C 5.59179 -1.48241 -3.82665 -0.14 -0.39 -0.39 -0.03
C 4.33498 -1.88486 -3.38007 -0.80 0.37 0.15 0.06
C 3.30916 -0.92331 -3.08875 0.46 -0.26 -0.31 0.05
C 3.73795 0.42426 -3.12292 -0.60 -0.39 0.28 0.04
C 5.03662 0.80939 -3.43849 -0.30 0.69 -0.14 -0.03
C 1.86000 -1.20477 -2.71355 -0.80 1.18 -0.36 0.12
C 0.81292 -0.27981 -3.15832 0.04 -0.09 0.79 -0.08
C 0.88945 0.62099 -4.28858 -0.14 0.52 -0.01 0.01
C -0.27035 1.35060 -4.32863 0.80 -0.30 -0.46 -0.03
C -1.10969 0.90452 -3.24016 0.02 -0.57 0.43 -0.03
C -2.43586 1.45681 -2.92701 1.55 -0.91 1.20 0.09
C -3.08418 2.36302 -3.95423 -0.30 1.01 -0.67 0.03
C -3.60849 3.67224 -3.69549 0.33 -1.05 0.47 0.03
C -4.17848 4.46437 -4.68739 0.21 0.60 0.05 -0.02
C -4.28263 4.00730 -6.00489 0.01 0.16 0.33 0.03
C -3.83316 2.72098 -6.28579 0.05 0.30 -0.38 -0.01
C -3.18162 1.97055 -5.31186 0.12 -1.09 0.52 0.04
C -3.07189 1.18287 -1.63729 -1.13 0.30 0.07 -0.11
N -2.72807 0.32250 -0.60814 -0.64 0.30 -0.05 0.09
C -3.75472 0.35741 0.34841 -0.20 0.71 -0.47 0.13
C -3.89922 -0.42462 1.55757 2.05 -1.08 -0.89 0.01
C -4.99551 -0.17909 2.59026 0.11 0.17 0.08 -0.01
C -5.85237 -1.15556 3.14069 0.15 -0.77 -0.53 0.01
C -6.89898 -0.81769 4.00160 -0.02 -0.17 -0.06 -0.01
C -7.10389 0.49792 4.40646 0.33 -0.38 0.31 0.01
C -6.18656 1.45189 4.00302 -0.08 0.07 -0.21 0.00
C -5.17415 1.10891 3.09962 0.02 0.70 -0.03 0.02
C -2.92006 -1.47200 1.76455 0.40 -0.21 0.77 -0.04
C -2.72730 -2.18089 3.01737 -0.56 0.40 0.34 0.06
C -1.76354 -3.12185 2.82963 0.09 -0.57 -0.35 -0.03
C -1.32928 -3.00937 1.44568 -0.52 0.23 0.85 0.16
N -1.96404 -1.95741 0.85897 -0.29 -0.54 -0.09 0.04
C -0.37346 -3.96828 0.84681 0.81 1.49 -1.36 -0.03
C 0.50615 -3.56195 -0.23001 -0.42 -0.48 0.45 0.00
C 1.33898 -4.44728 -1.00842 0.17 -0.24 -0.70 0.01
C 1.93268 -3.70195 -2.01993 -0.26 -0.73 1.00 0.03
C 1.50000 -2.34404 -1.85278 -1.06 -0.47 1.75 0.02
N 0.65075 -2.27139 -0.77792 0.66 -0.78 -1.00 0.09
C -0.41672 -5.39136 1.35750 -0.22 -0.88 0.60 0.00
C -1.65742 -6.02999 1.63111 -0.05 0.48 -0.87 0.02
C -1.76078 -7.39076 1.89532 -0.47 -0.11 0.41 -0.01
C -0.62935 -8.17216 2.09788 -0.10 -0.41 -0.54 0.01
C 0.61055 -7.58819 1.91750 0.80 0.39 0.48 -0.01
C 0.70301 -6.22511 1.59110 0.18 0.47 -0.55 0.02
C -4.73815 1.32356 -0.06655 0.13 0.91 -1.00 -0.07
C -4.32884 1.82918 -1.29214 -0.73 -0.35 0.91 0.07
N -0.42273 -0.08609 -2.54184 -0.21 0.37 -0.66 0.16
H 6.87874 0.17702 -4.30724 0.15 -0.07 0.15 0.00
H 6.30439 -2.22539 -4.21606 -0.41 0.28 0.46 0.00
H 4.13466 -2.94538 -3.29636 -0.02 0.11 -0.13 0.01
H 2.99735 1.16507 -2.87531 0.05 0.33 0.20 0.01
H 5.33127 1.87387 -3.37815 -0.36 -0.73 -0.13 0.00
H 1.74676 0.68899 -4.94502 -0.19 0.10 -0.02 0.00
H -0.48873 2.15295 -5.02573 -0.04 -0.26 0.11 0.00
H -3.57075 4.04347 -2.67188 0.08 0.07 -0.27 0.00
H -4.49120 5.49736 -4.42609 0.16 -0.89 -0.21 0.00
H -4.66748 4.67462 -6.78925 0.02 -0.51 0.42 0.00
H -3.98251 2.31687 -7.29661 0.33 0.13 0.52 0.00
H -2.76603 0.99407 -5.60534 -0.31 0.43 0.21 0.00
H -5.71509 -2.21788 2.88030 -0.09 0.63 -0.02 0.00
H -7.57910 -1.58438 4.38293 0.37 0.10 -0.25 0.00
H -7.89952 0.73191 5.11713 0.20 0.01 -0.34 0.00
H -6.29974 2.46614 4.39181 0.30 -0.23 -0.30 0.00
H -4.48846 1.88554 2.79006 0.08 0.05 -0.06 0.00
H -3.23624 -1.92693 3.95494 0.21 -0.26 -0.52 0.00
H -1.37734 -3.85625 3.53921 -0.19 0.39 -0.20 0.00
H 1.38244 -5.53302 -0.83860 0.09 0.72 -0.34 0.00
H 2.55407 -4.06321 -2.82334 -0.06 -0.12 0.11 0.00
H -2.58023 -5.47188 1.50788 0.11 0.05 -0.04 0.00
H -2.75540 -7.86344 1.95659 0.56 0.44 0.09 0.00
H -0.71554 -9.24796 2.30472 0.02 0.59 -0.01 0.00
H 1.53359 -8.18620 2.09618 -0.79 0.67 -0.26 0.00
H 1.67791 -5.76870 1.47553 0.13 -0.12 0.03 0.00
H -5.61763 1.66275 0.49241 0.40 -0.44 -0.33 0.00
H -4.88771 2.56481 -1.87766 0.33 -0.51 0.25 0.00
N 1.13910 5.01056 0.18394 -0.12 -0.57 0.03 0.00
C 0.93241 4.28399 -0.95922 0.14 0.32 -0.04 0.00
N -0.35418 4.26014 -1.35399 -0.61 -0.61 -0.56 0.00
S 2.18060 3.59419 -1.84670 -0.38 0.09 0.20 0.00
H 0.42230 4.89158 0.89327 0.02 0.20 -0.07 0.00
H 2.04738 4.85202 0.58487 0.24 0.03 -0.07 0.00
H -1.09482 4.60056 -0.75088 0.30 -0.09 -0.15 0.00
H -0.63112 3.67600 -2.14921 0.39 0.44 0.62 0.00
C 4.93487 2.28123 1.01266 -0.20 -0.93 0.16 0.00
Ge 4.42875 1.93286 2.86234 0.22 0.27 -0.30 0.00
C 3.56680 3.61475 3.35404 -0.91 -0.59 0.27 0.00
C 5.88600 1.65549 4.16014 -0.40 0.42 -0.12 0.00
C 3.52232 0.15712 2.92584 0.56 0.84 0.00 0.00
Se 3.09309 -0.63354 1.23581 -0.48 -0.86 -0.86 0.00
C 4.80593 -1.29357 0.47400 -0.70 0.42 0.06 0.00
H 5.44551 3.21942 0.92429 0.32 0.52 -0.09 0.00
H 4.01984 2.29162 0.40216 0.32 -0.02 0.12 0.00
H 5.58684 1.46423 0.70687 0.09 0.13 -0.40 0.00
H 4.33845 4.26186 3.72315 0.38 0.37 0.38 0.00
H 2.79849 3.43011 4.11119 0.28 0.40 -0.02 0.00
H 3.08856 4.10677 2.50768 0.04 -0.21 -0.04 0.00
H 6.26392 2.58521 4.57931 0.01 0.08 -0.02 0.00
H 6.70698 1.11476 3.72984 0.46 -0.37 -0.21 0.00
H 5.45802 1.06706 4.96439 0.04 -0.14 0.25 0.00
H 2.56879 0.28181 3.42345 -0.17 -0.29 0.19 0.00
H 4.16299 -0.53506 3.46700 -0.15 -0.04 0.23 0.00
H 5.14710 -0.49969 -0.19400 0.36 -0.27 0.21 0.00
H 4.57765 -2.19096 -0.12147 0.04 0.29 0.39 0.00
H 5.48429 -1.51656 1.30166 0.01 0.05 -0.32 0.00
F -0.85344 2.04462 1.09510 0.39 1.07 1.23 0.00
As 0.02812 2.13304 2.70112 0.86 0.13 -1.18 0.00
F -1.47411 1.95693 3.60333 1.32 0.17 -1.05 0.00
F 0.02924 0.30549 2.33923 0.60 1.43 1.68 0.00
F 0.93640 2.23802 4.20569 -0.68 -1.15 -1.33 0.00
F 1.60068 2.19982 1.67466 -2.37 -0.25 1.55 0.00
F 0.01714 3.90302 2.73494 -0.52 -1.29 -0.47 0.00
```
Forces are in eV/Å.

=====

No. 2
Molecular formula: C5H13NO2
Method: DFT, ωB97M-V/def2-TZVPD

The multiplicity is 1. The SMILES is CCCCNC=O.O. Its total energy is -10979.656 eV. The HOMO-LUMO gap comes out at 10.15 eV. Its energy above the lowest of the compared OMol25 structures with the same formula, charge and spin is 214.4 kJ/mol.

Geometry as XYZ:
```
21
Properties=species:S:1:pos:R:3:forces:R:3:nbo_charge:R:1
C -2.03136 -2.05282 0.08852 -1.70 1.28 1.15 -0.63
C -1.64774 -0.85312 -0.89523 -1.28 -0.13 1.95 -0.42
C -0.61722 0.16896 -0.34865 1.20 -1.43 1.01 -0.40
C 0.81730 -0.25420 -0.72953 0.44 -1.77 -0.25 -0.22
N 1.12716 -1.47019 0.09624 -1.32 -1.28 2.52 -0.63
C 2.12571 -2.36461 -0.11934 2.92 2.37 -2.08 0.50
O 2.93127 -2.16950 -1.06590 -1.78 -1.12 1.57 -0.64
H -1.10996 -2.62625 0.25520 -0.81 -0.56 -0.44 0.21
H -2.41556 -1.79669 1.18488 0.95 0.20 -2.21 0.20
H -2.97745 -2.55321 -0.33707 1.96 0.07 0.41 0.22
H -2.48231 -0.18676 -1.03817 -1.01 -0.33 -0.16 0.20
H -1.52220 -1.38236 -1.84011 0.91 0.58 -0.18 0.22
H -0.83118 1.20574 -0.64783 0.08 -0.46 -0.02 0.22
H -0.65193 0.11855 0.82787 -0.13 0.36 -2.14 0.20
H 1.01032 -0.56165 -1.83407 -0.58 0.73 1.90 0.23
H 1.56719 0.44560 -0.41226 0.29 0.80 -0.29 0.20
H 0.66379 -1.56932 1.06504 0.85 0.44 -2.38 0.39
H 2.41264 -3.10541 0.66612 -1.00 0.24 -0.35 0.14
O 1.06799 7.17159 2.03794 0.10 -0.99 -1.87 -0.94
H 0.54886 6.73088 1.29088 1.18 0.94 1.56 0.47
H 2.01468 7.10479 1.75549 -1.29 0.05 0.31 0.47
```
Forces are in eV/Å.

=====

No. 3
Molecular formula: C4H11NO2
Method: DFT, ωB97M-V/def2-TZVPD

The multiplicity is 1. Its total energy is -9910.476 eV. The HOMO-LUMO gap comes out at 10.86 eV. Its energy above the lowest of the compared OMol25 structures with the same formula, charge and spin is 170.4 kJ/mol.

Geometry as XYZ:
```
18
Properties=species:S:1:pos:R:3:forces:R:3:nbo_charge:R:1
C 2.56234 -0.72019 0.56794 -0.11 0.10 0.00 -0.72
C -2.82551 -1.19164 -0.34657 -0.24 -0.46 -0.23 -0.44
C -2.75544 1.10588 0.04291 -0.22 0.22 -0.05 -0.02
C 1.12927 -0.65417 0.10207 0.16 0.01 0.04 0.80
N -2.30724 -0.03268 0.31193 0.43 0.14 0.16 -0.43
O 0.30691 -0.33970 1.09207 -0.20 0.11 0.47 -0.71
O 0.77251 -0.86608 -1.03018 -0.13 -0.06 -0.24 -0.63
H 3.18792 -0.13251 -0.10046 0.00 -0.01 -0.02 0.23
H 2.63992 -0.35147 1.58609 0.11 -0.01 0.01 0.23
H 2.90195 -1.75190 0.52435 0.02 -0.08 -0.02 0.24
H -1.99446 -1.68311 -0.85711 -0.08 -0.04 -0.01 0.23
H -3.20844 -1.87723 0.41385 0.02 -0.01 -0.12 0.21
H -3.61763 -0.96417 -1.06979 0.02 -0.01 0.04 0.18
H -2.32872 1.96355 0.53833 0.12 0.25 0.11 0.18
H 4.74828 3.03388 -1.26237 0.38 0.61 0.91 0.00
H -3.56515 1.28920 -0.66742 -0.06 -0.13 -0.05 0.15
H 5.00183 3.44237 -0.65251 -0.38 -0.61 -0.91 0.00
H -0.64835 -0.27003 0.80687 0.16 0.00 -0.08 0.51
```
Forces are in eV/Å.

=====

No. 4
Molecular formula: C11H21InO10
Method: DFT, ωB97M-V/def2-TZVPD

As for the charge: +2. The multiplicity is 1. Its total energy is -37374.820 eV. The HOMO-LUMO gap comes out at 4.13 eV.

Geometry as XYZ:
```
43
Properties=species:S:1:pos:R:3:forces:R:3:nbo_charge:R:1
In 0.20874 0.79677 -0.65760 -0.85 0.10 0.29 1.46
C -2.24075 3.87541 -1.42244 -0.76 -0.48 -0.88 -0.32
O -1.20585 3.08181 -1.58179 1.33 -0.45 0.06 -0.21
H -1.90946 4.93568 -1.33700 0.22 -0.02 0.57 0.30
H -2.99141 3.73680 -2.20868 -0.21 -0.11 0.20 0.22
H -2.74441 3.68713 -0.43257 0.07 0.30 0.19 0.35
C 0.86084 -5.58501 2.63321 1.38 -0.77 0.89 -0.65
C 0.26053 -4.23469 2.93483 1.86 0.33 -1.28 0.07
C 1.40298 -3.26604 3.39761 -1.14 -0.97 1.02 -0.10
O 1.25721 -2.11078 2.56316 0.23 0.67 0.25 -0.46
C 0.38935 -2.36359 1.61187 0.02 -0.93 0.36 1.02
O -0.02765 -1.55948 0.79883 0.17 1.18 -0.98 -0.71
O 0.00146 -3.62000 1.62645 -1.36 0.28 -0.28 -0.47
H 0.31759 -6.50738 2.44700 -0.84 0.54 -0.14 0.26
H 1.51869 -5.86244 3.46921 -0.27 0.09 0.20 0.24
H 1.60023 -5.46246 1.83864 -0.29 0.12 -0.24 0.23
H -0.62550 -4.15378 3.55584 -0.13 -0.22 -0.13 0.22
H 2.38529 -3.71954 3.31597 0.12 0.23 -0.31 0.21
H 1.20012 -3.01056 4.43516 0.34 0.43 -0.04 0.22
C 4.58536 2.91064 0.10283 -0.10 -0.13 -0.41 -0.26
O 3.69688 3.95813 0.53011 -0.22 0.23 -0.20 -0.45
C 2.40541 3.79526 0.55939 0.46 -0.66 1.06 1.04
O 1.82103 2.74897 0.27233 -0.81 -0.63 -0.69 -0.80
O 1.85575 4.84287 1.11739 -0.02 0.95 -0.46 -0.45
C 0.46298 4.86136 1.40260 -0.30 -1.65 0.81 -0.25
H 4.07138 2.06311 -0.34572 -0.26 0.14 0.09 0.19
H 5.13485 2.56860 0.97373 0.18 0.17 -0.04 0.22
H 5.20704 3.37023 -0.65880 0.31 -0.09 0.21 0.22
H -0.17762 5.08230 0.55330 0.32 0.34 -0.17 0.17
H 0.27968 5.49991 2.25925 0.26 0.50 -0.31 0.24
H 0.22307 3.85488 1.76542 -0.28 0.08 -0.15 0.18
C -1.20827 -3.16170 -2.64665 0.83 0.02 -0.06 -0.27
O -2.24413 -2.41190 -3.28608 -0.42 -0.15 0.73 -0.45
C -2.43506 -1.17316 -2.91046 0.43 -0.32 -1.99 1.03
O -1.61582 -0.46176 -2.34374 0.29 0.63 1.22 -0.76
O -3.54869 -0.74806 -3.48147 -0.22 0.10 0.56 -0.44
C -3.82052 0.62919 -3.34972 0.91 1.98 0.03 -0.27
H -0.23996 -2.91262 -3.08690 -0.10 0.06 -0.10 0.19
H -1.41080 -4.20613 -2.85243 -0.17 0.01 0.11 0.23
H -1.14724 -2.95421 -1.57918 -0.28 -0.09 0.01 0.20
H -3.92062 0.97152 -2.31725 -0.43 -0.54 0.12 0.17
H -4.65200 0.97617 -3.95256 -0.39 -0.83 0.07 0.23
H -2.98069 1.23853 -3.71309 0.14 -0.42 -0.17 0.18
```
Forces are in eV/Å.